Record 1
C12H20P | ωB97M-V/def2-TZVPD

Output
Relative energy (zero: lowest compared OMol25 entry of this formula, charge and spin) = 80.0 kJ/mol
Net charge = +1
E_tot = -22047.47260 eV

Cartesian coordinates (Å):
C  -0.75  -2.67  -0.58
C  -0.57  0.71  -2.64
C  -1.25  0.52  2.38
C  2.44  0.89  0.53
C  -0.30  -1.79  0.33
C  -0.98  0.72  -1.37
C  -0.51  1.01  1.34
C  1.74  0.19  -0.33
C  -0.80  -4.15  -0.26
C  -0.90  1.75  -3.72
C  -1.96  1.46  3.30
C  3.83  1.11  0.73
P  -0.07  -0.03  0.01
H  -1.22  -2.27  -1.47
H  0.22  0.18  -2.99
H  -1.58  -0.55  2.60
H  1.86  1.20  1.42
H  0.06  -2.23  1.28
H  -1.77  1.35  -1.17
H  -0.33  2.00  1.31
H  2.12  -0.40  -1.12
H  -0.39  -4.52  -1.09
H  -1.81  -4.45  -0.22
H  -0.21  -4.49  0.61
H  -1.18  1.15  -4.65
H  0.04  2.16  -3.92
H  -1.61  2.44  -3.30
H  -1.80  1.38  4.30
H  -3.13  1.27  3.30
H  -1.79  2.47  3.07
H  4.03  0.86  1.73
H  4.08  2.14  0.57
H  4.47  0.61  0.01



Record 2
Cl3O12Pb3Ti | ωB97M-V/def2-TZVPD

Output
Relative energy (zero: lowest compared OMol25 entry of this formula, charge and spin) = 1480.5 kJ/mol
Multiplicity = 4
Net charge = +4
E_tot = -100904.42917 eV

Cartesian coordinates (Å):
Pb  -5.98  -11.59  0.80
Pb  -7.68  -16.69  -0.66
Pb  -9.34  -15.04  3.29
Ti  -11.08  -13.24  0.00
Cl  -8.39  -13.80  0.79
O  -7.65  -12.53  0.64
O  -7.90  -14.84  -0.08
O  -8.24  -14.31  2.08
O  -9.73  -13.70  0.68
Cl  -8.93  -10.17  0.76
O  -9.80  -11.30  1.00
O  -7.63  -10.76  0.21
O  -9.37  -9.41  -0.32
O  -8.79  -9.44  2.03
Cl  -4.88  -15.41  -0.03
O  -4.31  -15.57  -1.35
O  -4.32  -14.30  0.48
O  -6.30  -15.38  -0.15
O  -4.63  -16.56  0.63



Record 3
C44H36BrMgN4O7PS2 | ωB97M-V/def2-TZVPD

Output
Net charge = 0
E_tot = -172956.77238 eV

Cartesian coordinates (Å):
Mg  0.90  0.59  0.10
C  2.90  4.38  -0.71
O  1.77  3.50  -0.82
C  0.59  4.12  -0.80
C  0.51  5.50  -0.69
C  -0.72  6.13  -0.69
Br  -0.79  8.02  -0.56
C  -1.88  5.42  -0.81
C  -1.82  4.02  -0.91
C  -0.59  3.34  -0.90
O  -0.56  1.96  -0.96
C  -3.09  3.30  -1.06
N  -3.23  2.03  -1.37
C  -4.60  1.80  -1.47
C  -5.32  0.66  -1.81
C  -6.70  0.74  -1.82
C  -7.37  1.94  -1.52
C  -6.67  3.09  -1.21
C  -5.29  2.99  -1.18
N  -4.30  3.92  -0.93
H  2.86  4.93  0.22
H  2.91  5.08  -1.55
H  3.77  3.76  -0.74
H  1.40  6.09  -0.58
H  -2.82  5.95  -0.85
H  -1.52  1.68  -0.94
H  -4.82  -0.26  -2.06
H  -7.28  -0.14  -2.07
H  -8.45  1.96  -1.55
H  -7.18  4.02  -1.00
H  -4.45  4.88  -0.67
C  5.38  0.68  6.18
C  4.19  0.89  5.29
C  4.35  1.11  3.92
C  3.25  1.30  3.10
C  1.97  1.25  3.65
C  1.79  1.05  5.01
C  2.90  0.88  5.82
S  0.55  1.28  2.60
O  0.92  2.07  1.40
O  -0.58  1.83  3.32
N  0.38  -0.23  2.22
C  -0.87  -0.68  1.83
C  -1.68  -1.46  2.66
C  -2.89  -1.91  2.17
C  -3.27  -1.59  0.87
C  -2.41  -0.81  0.12
N  -1.24  -0.37  0.58
H  6.26  0.41  5.60
H  5.19  -0.10  6.92
H  5.61  1.60  6.73
H  5.34  1.12  3.50
H  3.38  1.46  2.04
H  0.78  1.03  5.41
H  2.76  0.72  6.88
H  -1.35  -1.68  3.66
H  -3.55  -2.50  2.80
H  -4.20  -1.94  0.46
H  -2.64  -0.54  -0.90
O  2.71  -0.23  0.37
S  3.11  -0.04  -1.04
O  4.30  0.75  -1.21
O  1.91  0.42  -1.77
C  3.44  -1.65  -1.70
C  4.69  -1.96  -2.22
C  4.86  -3.17  -2.87
C  3.79  -4.05  -2.98
C  2.56  -3.75  -2.42
C  2.36  -2.53  -1.77
P  0.73  -2.04  -1.04
C  -0.31  -2.24  -2.54
C  0.15  -1.71  -3.75
C  -0.64  -1.77  -4.89
C  -1.91  -2.33  -4.84
C  -2.39  -2.82  -3.64
C  -1.60  -2.76  -2.49
C  0.45  -3.55  -0.04
C  -0.12  -4.75  -0.45
C  -0.22  -5.82  0.42
C  0.27  -5.72  1.72
C  0.86  -4.53  2.14
C  0.94  -3.45  1.27
H  5.49  -1.24  -2.13
H  5.82  -3.42  -3.30
H  3.92  -4.99  -3.51
H  1.75  -4.46  -2.50
H  1.13  -1.25  -3.79
H  -0.26  -1.36  -5.82
H  -2.52  -2.38  -5.73
H  -3.39  -3.25  -3.58
H  -2.00  -3.12  -1.55
H  -0.50  -4.85  -1.46
H  -0.67  -6.75  0.09
H  0.19  -6.56  2.40
H  1.24  -4.44  3.15
H  1.39  -2.52  1.60



Record 4
C3H4N2OS | ωB97M-V/def2-TZVPD

Output
Relative energy (zero: lowest compared OMol25 entry of this formula, charge and spin) = 622.5 kJ/mol
Net charge = 0
E_tot = -19032.59653 eV

Cartesian coordinates (Å):
C  -0.85  1.90  0.38
C  -1.06  0.17  -0.86
C  0.99  -0.90  0.17
N  0.17  1.21  0.69
N  0.06  0.11  -0.08
O  -1.56  1.38  -0.64
S  -0.37  -3.32  -1.32
H  -1.11  2.83  1.01
H  2.06  -0.46  0.08
H  0.95  -1.12  1.17
H  0.73  -1.80  -0.59



Record 5
C33H76F6N7O14S6 | ωB97M-V/def2-TZVPD

Output
Net charge = +1
E_tot = -155846.79090 eV

Cartesian coordinates (Å):
C  20.51  11.02  17.22
O  19.30  11.56  17.76
C  18.18  10.85  17.37
C  16.94  11.72  17.56
N  16.62  11.97  19.07
H  15.67  12.28  19.21
H  16.54  11.05  19.49
C  17.54  12.77  20.02
C  18.34  11.99  21.11
O  19.37  12.80  21.56
C  20.29  12.05  22.35
H  21.28  11.68  17.61
H  20.52  10.72  16.17
H  20.70  10.08  17.73
H  17.95  9.91  17.89
H  18.04  10.56  16.33
H  16.00  11.33  17.18
H  17.04  12.71  17.11
H  16.85  13.54  20.36
H  18.14  13.30  19.28
H  18.74  11.07  20.67
H  17.73  11.67  21.95
H  19.82  11.26  22.93
H  20.79  12.77  23.00
H  21.06  11.63  21.70
C  12.19  18.16  16.96
C  13.02  17.69  15.70
C  12.53  18.37  14.40
C  13.36  17.91  13.18
N  13.01  18.62  11.81
C  13.91  18.01  10.71
C  14.43  19.19  9.84
C  13.90  20.43  10.39
C  13.54  20.08  11.86
C  11.49  18.50  11.38
H  12.06  19.25  16.94
H  12.68  17.80  17.86
H  11.21  17.68  16.87
H  12.86  16.62  15.59
H  14.06  17.91  15.97
H  12.71  19.43  14.55
H  11.48  18.24  14.13
H  13.20  16.83  13.14
H  14.37  18.24  13.42
H  13.37  17.21  10.19
H  14.71  17.45  11.19
H  14.13  19.03  8.80
H  15.52  19.15  9.74
H  13.01  20.74  9.84
H  14.53  21.32  10.32
H  12.76  20.73  12.28
H  14.41  20.03  12.51
H  11.60  18.60  10.30
H  10.71  19.08  11.85
H  11.33  17.45  11.64
C  11.10  14.51  25.70
C  12.37  14.88  24.94
C  12.80  13.66  24.13
C  12.14  13.32  22.80
N  12.57  12.04  22.16
C  11.71  11.79  20.82
C  10.97  10.46  20.99
C  11.76  9.73  22.15
C  12.18  10.88  23.05
C  14.12  12.12  21.94
H  10.29  14.33  24.98
H  10.92  15.33  26.40
H  11.17  13.57  26.24
H  13.17  15.13  25.63
H  12.31  15.80  24.36
H  12.69  12.75  24.73
H  13.84  13.82  23.86
H  12.50  14.04  22.06
H  11.06  13.34  22.91
H  12.42  11.67  20.00
H  10.98  12.58  20.64
H  10.91  9.71  20.20
H  9.96  10.76  21.26
H  12.62  9.20  21.76
H  11.06  9.02  22.58
H  12.92  10.70  23.83
H  11.32  11.28  23.60
H  14.65  11.98  22.89
H  14.39  13.10  21.54
H  14.33  11.35  21.20
C  16.75  14.31  23.84
C  15.99  15.59  24.45
C  15.12  16.40  23.41
C  14.75  17.84  23.80
N  14.01  18.68  22.73
C  13.98  20.14  23.15
C  12.72  20.72  22.53
C  11.89  19.52  21.98
C  12.55  18.27  22.46
C  14.76  18.57  21.33
H  16.06  13.76  23.19
H  17.12  13.54  24.51
H  17.60  14.61  23.24
H  16.64  16.20  25.08
H  15.25  15.37  25.22
H  14.39  15.79  22.87
H  15.88  16.55  22.64
H  15.65  18.41  24.04
H  13.99  17.84  24.58
H  14.94  20.62  22.94
H  13.76  20.04  24.22
H  12.96  21.48  21.79
H  12.09  21.18  23.28
H  11.95  19.58  20.89
H  10.89  19.41  22.40
H  12.37  17.27  22.06
H  12.17  18.37  23.48
H  15.80  18.78  21.57
H  14.36  19.15  20.49
H  14.62  17.56  20.95
N  9.48  10.09  15.43
S  10.14  10.95  16.34
O  9.45  11.31  17.61
O  11.00  11.95  15.74
F  11.19  9.90  16.90
S  8.00  10.85  15.52
O  7.78  12.20  14.99
O  7.09  10.40  16.55
F  7.31  9.92  14.38
N  14.08  13.33  19.12
S  13.45  13.30  17.79
O  14.41  13.48  16.73
O  12.06  13.79  17.62
F  13.32  11.65  17.74
S  14.03  15.04  19.08
O  12.94  15.62  19.88
O  14.55  15.83  18.01
F  15.26  15.21  20.10
N  15.91  9.48  19.74
S  16.23  8.44  20.79
O  17.30  7.53  20.44
O  15.11  7.85  21.55
F  16.89  9.39  21.91
S  14.68  8.56  18.96
O  13.31  8.94  19.29
O  14.93  7.16  18.61
F  15.01  9.25  17.53